Molecular formula: C5H11N4S2
Method: DFT, wB97M-V/def2-TZVPD

Values from the calculation:
energy above the lowest of the compared OMol25 structures with the same formula, charge and spin: 0.520 eV
strongest force on any atom: 4.63 eV Å⁻¹
2S+1: 1
Kohn-Sham gap: 0.31130 Eh
net charge: +1

```
22
Properties=species:S:1:pos:R:3:nbo_charge:R:1
C -1.19836 0.26871 -0.24401 0.20
C 1.18582 -0.18250 -0.12492 0.17
C 0.84298 -2.59160 -0.07496 -0.42
C -3.71585 -0.69728 0.00244 -0.72
C 3.18543 1.56681 0.41793 -0.71
N -0.91981 -1.01500 -0.18562 -0.32
N 0.39930 -1.21991 -0.15168 -0.15
N -0.16145 1.10065 -0.41222 -0.18
N -0.04462 2.37652 -0.06894 -0.60
S -2.82064 0.86384 -0.13914 0.33
S 2.81385 -0.00643 -0.43079 0.42
H -0.00967 -3.20276 0.21687 0.26
H 1.20527 -2.92184 -1.04971 0.24
H 1.64849 -2.68646 0.65324 0.24
H -4.76979 -0.44070 0.03931 0.25
H -3.41327 -1.20053 0.91441 0.24
H -3.50065 -1.30924 -0.86677 0.25
H 2.80054 1.53057 1.43037 0.24
H 2.75445 2.39093 -0.13948 0.24
H 4.26752 1.64616 0.42831 0.26
H 0.14835 3.00487 -0.84163 0.40
H -0.69788 2.72518 0.62700 0.39
```

Molecular formula: C12H13NO4
Method: DFT, wB97M-V/def2-TZVPD

Values from the calculation:
energy above the lowest of the compared OMol25 structures with the same formula, charge and spin: 0.000 eV
strongest force on any atom: 1.00 eV Å⁻¹
2S+1: 1
Kohn-Sham gap: 0.33619 Eh
net charge: 0
SMILES string: CCOC(=O)Cn1c(=O)oc2ccc(C)cc21

```
30
Properties=species:S:1:pos:R:3:nbo_charge:R:1
C 3.02195 -0.11340 2.38821 -0.62
C 2.82574 -1.01685 1.18563 -0.07
O 1.42497 -1.08843 0.90116 -0.51
C 0.98622 -2.14290 0.22790 0.79
O 1.67283 -3.03858 -0.18302 -0.59
C -0.52989 -2.08270 0.04278 -0.32
N -1.04648 -0.75603 0.19241 -0.44
C -1.79884 -0.34649 1.27623 0.88
O -2.21138 -1.04790 2.15621 -0.60
O -2.01559 0.98833 1.16954 -0.44
C -1.37544 1.42902 0.04182 0.23
C -1.29356 2.70307 -0.47486 -0.23
C -0.55850 2.85918 -1.64072 -0.22
C 0.07624 1.79093 -2.27398 -0.01
C 0.85001 2.03330 -3.53467 -0.62
C -0.01624 0.50924 -1.74185 -0.27
C -0.74842 0.34640 -0.58272 0.19
H 2.49933 -0.51821 3.25070 0.22
H 2.62930 0.87800 2.17840 0.22
H 4.08067 -0.03662 2.61753 0.22
H 3.33448 -0.61589 0.30190 0.18
H 3.19931 -2.02898 1.37258 0.20
H -0.99512 -2.70041 0.81968 0.27
H -0.78143 -2.49861 -0.93790 0.23
H -1.77742 3.53518 0.00833 0.23
H -0.47152 3.84364 -2.07473 0.21
H 1.56848 2.83841 -3.39277 0.22
H 0.17579 2.32828 -4.33788 0.22
H 1.38310 1.13855 -3.84393 0.21
H 0.47098 -0.32846 -2.21637 0.22
```

Molecular formula: C26H30O3
Method: DFT, wB97M-V/def2-TZVPD

Values from the calculation:
energy above the lowest of the compared OMol25 structures with the same formula, charge and spin: 0.460 eV
strongest force on any atom: 2.86 eV Å⁻¹
2S+1: 1
Kohn-Sham gap: 0.10914 Eh
net charge: 0

```
59
Properties=species:S:1:pos:R:3:nbo_charge:R:1
C -1.74872 4.85340 -0.16308 -0.62
C -1.37399 3.41522 -0.40864 -0.06
O -1.04829 2.83528 0.86764 -0.54
C -0.72439 1.52363 0.78128 0.76
C -0.42617 1.01376 2.12610 -0.37
C -0.05509 -0.36116 2.28360 0.52
O 0.13173 -1.12660 1.34161 -0.66
C 0.16098 -0.85311 3.74030 -0.49
C 1.55813 -0.55697 4.28109 -0.38
C 1.83976 0.86129 4.78994 -0.40
C 1.91272 1.98579 3.73179 -0.41
C 0.63626 2.81705 3.60605 -0.39
C -0.59756 1.95286 3.27534 -0.42
O -0.70749 0.94432 -0.29699 -0.71
H -1.97104 5.33299 -1.12154 0.20
H -2.64504 4.92608 0.46548 0.21
H -0.92693 5.40561 0.30947 0.21
H -2.20301 2.85886 -0.85924 0.18
H -0.49588 3.33444 -1.05754 0.17
H -0.61636 -0.46598 4.41238 0.20
H 0.06465 -1.94563 3.70864 0.21
H 1.72295 -1.23537 5.13240 0.19
H 2.29905 -0.82424 3.51160 0.20
H 1.11748 1.12714 5.57725 0.19
H 2.83286 0.82098 5.26405 0.20
H 2.72674 2.67009 4.01644 0.19
H 2.17849 1.57571 2.74710 0.21
H 0.43725 3.36429 4.54126 0.19
H 0.76817 3.57339 2.81964 0.20
H -1.43759 2.62868 3.04937 0.22
H -0.85670 1.37357 4.17601 0.19
C 0.92312 -0.67914 -2.15432 0.08
C 2.22067 -1.23450 -1.85613 -0.05
C 3.37104 -0.40912 -1.69427 -0.14
C 4.62148 -0.95132 -1.40617 -0.23
C 4.77692 -2.34250 -1.27090 -0.15
C 3.66981 -3.18107 -1.46058 -0.23
C 2.41276 -2.64234 -1.73926 -0.14
C -0.10773 -1.40217 -2.77478 -0.32
C -1.35539 -0.89595 -3.15587 0.04
C -2.49753 -1.67991 -3.54251 -0.05
C -3.67779 -1.05808 -4.05492 -0.16
C -4.81118 -1.79587 -4.38076 -0.21
C -4.81060 -3.19499 -4.23436 -0.15
C -3.65681 -3.83917 -3.76568 -0.22
C -2.51975 -3.10439 -3.41944 -0.16
H 0.76529 0.37999 -1.94463 0.26
H 3.26402 0.66711 -1.86239 0.22
H 5.49334 -0.29975 -1.29347 0.23
H 5.74861 -2.76817 -1.01364 0.22
H 3.78687 -4.26777 -1.40024 0.22
H 1.55665 -3.29827 -1.90006 0.21
H 0.10131 -2.45029 -3.01303 0.20
H -1.45676 0.19134 -3.21528 0.23
H -3.67955 0.02954 -4.17437 0.22
H -5.71028 -1.29211 -4.74790 0.23
H -5.70140 -3.77473 -4.48447 0.23
H -3.64548 -4.92857 -3.66306 0.23
H -1.63463 -3.60318 -3.02633 0.22
```

Molecular formula: C5H12N3O2S
Method: DFT, wB97M-V/def2-TZVPD

Values from the calculation:
energy above the lowest of the compared OMol25 structures with the same formula, charge and spin: 6.945 eV
strongest force on any atom: 5.41 eV Å⁻¹
2S+1: 1
Kohn-Sham gap (alpha / beta): 0.33693 / 0.33696 Eh
net charge: +1

```
23
Properties=species:S:1:pos:R:3:nbo_charge:R:1
C -0.83543 -0.30265 -0.16269 0.01
C -0.21960 0.77282 -0.14096 0.46
C -3.16389 -0.71938 0.45786 -0.62
C 3.14674 0.29984 -0.97474 -0.82
C -2.19070 -0.56135 -0.64249 -0.45
N 1.59828 0.77068 1.12473 -1.00
N -0.07269 -1.52122 0.32480 0.54
N -0.58411 2.02736 -0.23050 -0.72
O 0.10100 -1.51168 1.51346 -0.35
O 0.41491 -2.25971 -0.48925 -0.32
S 2.69687 -0.31339 0.60498 0.93
H -2.80024 -1.43682 1.18475 0.22
H -4.17447 -1.10764 0.16223 0.25
H -3.46244 0.22490 0.95324 0.23
H 2.58012 -0.18310 -1.80020 0.26
H 4.27975 0.19911 -0.97146 0.27
H 2.95549 1.36691 -1.09081 0.26
H -2.17047 -1.55426 -1.20298 0.26
H -2.55203 0.16502 -1.38454 0.25
H 1.15793 0.35909 1.96035 0.39
H -0.18573 2.52405 -0.97563 0.41
H -0.38301 2.47373 0.72533 0.43
H 3.86372 0.28769 1.05453 0.11
```

Molecular formula: C23H48NOP3RuS
Method: DFT, wB97M-V/def2-TZVPD

Values from the calculation:
energy above the lowest of the compared OMol25 structures with the same formula, charge and spin: 0.000 eV
strongest force on any atom: 3.84 eV Å⁻¹
2S+1: 5
Kohn-Sham gap (alpha / beta): 0.28124 / 0.15388 Eh
net charge: +4

```
78
Properties=species:S:1:pos:R:3:mulliken_spin:R:1
Ru 0.01648 -0.15468 -0.20639 1.83
P -1.24521 -1.68945 -1.46911 -0.07
P 0.89050 -1.78984 1.24549 0.07
P 0.28413 1.18924 -2.12808 0.11
H 7.64653 1.23227 1.40570 0.04
C 7.38526 2.23625 1.04674 0.38
C 6.81481 3.10602 1.88723 0.38
H 6.55089 2.77817 2.89486 0.03
C -0.19876 -2.81205 -2.47262 0.02
C -2.31739 -2.82056 -0.50499 0.03
C -2.50855 -1.02384 -2.62976 0.00
C 2.08430 -1.25945 2.52343 0.03
C -0.38722 -2.55175 2.32094 0.05
C 1.75315 -3.24276 0.51799 0.00
C 1.51708 2.56287 -2.20673 0.03
C -1.25115 2.16127 -2.36225 0.04
C 0.59128 0.30693 -3.71515 0.01
H 7.68549 2.49835 0.02292 0.02
H 6.65406 4.15731 1.62625 0.02
H -0.81959 -3.56716 -2.97478 0.00
H 0.53220 -3.31717 -1.83318 0.00
H 0.35265 -2.24641 -3.22966 0.00
H -3.06001 -3.29837 -1.16147 0.00
H -2.85376 -2.23753 0.25868 -0.01
H -1.72661 -3.60609 -0.02254 0.00
H -3.15217 -1.83997 -2.98821 0.00
H -2.06499 -0.52495 -3.49547 0.00
H -3.13388 -0.30238 -2.09004 0.00
H 2.29481 -2.09830 3.19799 0.00
H 1.64004 -0.42883 3.08337 -0.01
H 3.02242 -0.92325 2.06673 0.00
H -0.00158 -3.48246 2.76024 0.01
H -1.30282 -2.77271 1.76198 -0.02
H -0.62157 -1.85694 3.13775 0.00
H 2.18908 -3.84446 1.32702 0.00
H 2.55701 -2.88126 -0.13854 0.00
H 1.05195 -3.86567 -0.05087 0.00
H 1.48855 2.99638 -3.21256 0.00
H 2.53219 2.21338 -2.00826 -0.01
H 1.25954 3.32582 -1.46562 -0.01
H -1.11034 2.89760 -3.16242 0.01
H -1.46441 2.67573 -1.41636 0.00
H -2.09970 1.51175 -2.60729 0.00
H 0.89481 1.02968 -4.48508 0.00
H -0.30065 -0.22696 -4.06686 0.00
H 1.40836 -0.41038 -3.57203 0.00
C 2.94780 1.13206 0.52771 0.06
C 3.47274 0.52532 -0.62456 0.06
C 4.76746 0.01467 -0.62359 -0.03
C 5.49030 -0.00006 0.56934 0.13
C 4.97178 0.60818 1.72383 0.02
C 3.79718 1.33058 1.63791 0.15
S 1.29309 1.57854 0.77441 0.65
H 1.49168 -0.68492 -0.47894 -0.03
H 2.82584 0.38702 -1.49435 -0.01
H 5.18557 -0.37997 -1.55691 0.00
H 6.50818 -0.37840 0.58524 -0.01
H 5.51477 0.60699 2.66502 -0.01
H 3.41655 1.96461 2.43810 0.00
O -1.96882 1.19648 0.41026 0.02
C -3.06517 1.05941 0.97775 0.00
C -4.05207 2.19139 1.01463 0.00
C -5.32331 1.92375 0.21061 0.00
C -6.32776 1.03089 0.91302 0.00
C -5.79672 -0.34896 1.25804 0.00
C -4.63435 -0.34611 2.26623 0.00
N -3.36533 -0.09600 1.60638 0.01
H -4.30977 2.37096 2.06741 0.00
H -3.54979 3.09061 0.62937 0.00
H -5.80203 2.88883 0.02804 0.00
H -5.07782 1.52354 -0.78174 0.00
H -6.68580 1.52005 1.81279 0.00
H -7.18836 0.89533 0.26734 0.00
H -6.60760 -0.95099 1.69128 0.00
H -5.47223 -0.88866 0.35622 0.00
H -4.81680 0.40155 3.05635 0.00
H -4.55968 -1.32883 2.74881 0.00
H -2.55672 -0.64127 1.91504 0.01
```

Molecular formula: C2H3NS
Method: DFT, wB97M-V/def2-TZVPD

Values from the calculation:
energy above the lowest of the compared OMol25 structures with the same formula, charge and spin: 3.474 eV
strongest force on any atom: 4.91 eV Å⁻¹
2S+1: 1
Kohn-Sham gap: 0.20627 Eh
net charge: 0

```
7
Properties=species:S:1:pos:R:3:nbo_charge:R:1
C -1.20977 1.05366 0.02395 0.29
C 0.86357 -0.43547 0.03590 -0.44
N -0.20332 0.43459 0.03009 -0.12
S 2.56623 0.31750 -0.00246 -0.50
H -1.64682 2.01776 -0.09748 0.27
H 0.82060 -1.04387 0.94187 0.25
H 0.78923 -1.06702 -0.85150 0.25
```

What is the formula in the fifth record?
C23H48NOP3RuS

Which value of energy above the lowest of the compared OMol25 structures with the same formula, charge and spin does entry 6 give?
3.474 eV

What did the second record say?
Molecular formula: C12H13NO4
Method: DFT, wB97M-V/def2-TZVPD

Values from the calculation:
energy above the lowest of the compared OMol25 structures with the same formula, charge and spin: 0.000 eV
strongest force on any atom: 1.00 eV Å⁻¹
2S+1: 1
Kohn-Sham gap: 0.33619 Eh
net charge: 0
SMILES string: CCOC(=O)Cn1c(=O)oc2ccc(C)cc21

```
30
Properties=species:S:1:pos:R:3:nbo_charge:R:1
C 3.02195 -0.11340 2.38821 -0.62
C 2.82574 -1.01685 1.18563 -0.07
O 1.42497 -1.08843 0.90116 -0.51
C 0.98622 -2.14290 0.22790 0.79
O 1.67283 -3.03858 -0.18302 -0.59
C -0.52989 -2.08270 0.04278 -0.32
N -1.04648 -0.75603 0.19241 -0.44
C -1.79884 -0.34649 1.27623 0.88
O -2.21138 -1.04790 2.15621 -0.60
O -2.01559 0.98833 1.16954 -0.44
C -1.37544 1.42902 0.04182 0.23
C -1.29356 2.70307 -0.47486 -0.23
C -0.55850 2.85918 -1.64072 -0.22
C 0.07624 1.79093 -2.27398 -0.01
C 0.85001 2.03330 -3.53467 -0.62
C -0.01624 0.50924 -1.74185 -0.27
C -0.74842 0.34640 -0.58272 0.19
H 2.49933 -0.51821 3.25070 0.22
H 2.62930 0.87800 2.17840 0.22
H 4.08067 -0.03662 2.61753 0.22
H 3.33448 -0.61589 0.30190 0.18
H 3.19931 -2.02898 1.37258 0.20
H -0.99512 -2.70041 0.81968 0.27
H -0.78143 -2.49861 -0.93790 0.23
H -1.77742 3.53518 0.00833 0.23
H -0.47152 3.84364 -2.07473 0.21
H 1.56848 2.83841 -3.39277 0.22
H 0.17579 2.32828 -4.33788 0.22
H 1.38310 1.13855 -3.84393 0.21
H 0.47098 -0.32846 -2.21637 0.22
```